P.
Molecular formula: C24H22N2O6
Method: DFT, ωB97M-V/def2-TZVPD

Structure (ORCA input):
```
! wB97M-V def2-TZVPD RIJCOSX def2/J DEFGRID3
* xyz 0 1
N 4.744 2.910 2.571
C 4.497 2.317 1.379
O 4.594 1.129 1.202
C 4.079 3.312 0.287
O 3.715 2.685 -0.912
C 2.614 1.884 -0.933
C 2.389 1.203 -2.129
C 1.300 0.369 -2.265
C 0.406 0.196 -1.215
C 0.621 0.893 -0.035
C 1.711 1.731 0.113
H 1.848 2.243 1.052
H -0.073 0.782 0.786
C -0.743 -0.776 -1.333
N -0.504 -1.994 -0.567
C -1.447 -2.251 0.373
O -1.498 -3.199 1.122
C -2.407 -1.107 0.261
C -2.016 -0.268 -0.728
C -2.756 0.934 -1.064
O -2.443 1.735 -1.926
C -3.960 1.063 -0.214
C -4.822 2.149 -0.393
C -5.949 2.292 0.382
C -6.242 1.346 1.362
C -5.410 0.267 1.560
C -4.266 0.117 0.775
O -3.487 -0.972 1.023
H -5.617 -0.478 2.312
H -7.127 1.457 1.970
H -6.607 3.134 0.234
H -4.566 2.864 -1.160
C 0.592 -2.876 -0.884
H 1.231 -2.370 -1.609
H 0.210 -3.799 -1.336
C 1.448 -3.278 0.340
H 0.842 -3.906 0.999
C 2.052 -2.074 1.061
H 2.310 -2.353 2.083
H 1.382 -1.220 1.085
C 3.316 -1.819 0.244
H 3.084 -1.215 -0.633
C 3.721 -3.238 -0.161
H 4.450 -3.661 0.540
O 2.549 -4.046 -0.111
H 4.142 -3.285 -1.170
H 4.089 -1.305 0.808
H -0.890 -1.027 -2.392
H 1.142 -0.151 -3.199
H 3.090 1.340 -2.936
H 4.944 3.932 0.032
H 3.277 3.965 0.662
H 4.722 3.906 2.695
H 5.075 2.339 3.332
*
```

* SMILES: NC(=O)COc1ccc([C@@H]2c3c(oc4ccccc4c3=O)C(=O)N2C[C@@H]2CCCO2)cc1
* orbital gap: 0.308 hartree
* HOMO: -0.316 Eh

=====

Q.
Molecular formula: C24H22N2O6
Method: DFT, ωB97M-V/def2-TZVPD

Structure (ORCA input):
```
! wB97M-V def2-TZVPD RIJCOSX def2/J DEFGRID3
* xyz 0 1
C -3.850 -3.132 0.271
H -3.353 -3.992 0.729
O -3.061 -2.550 -0.742
C -1.972 -1.811 -0.363
C -1.405 -1.910 0.901
C -0.353 -1.102 1.292
C 0.169 -0.174 0.409
C -0.348 -0.107 -0.873
C -1.411 -0.905 -1.284
O -1.801 -0.676 -2.565
C -2.919 -1.328 -3.127
H -2.971 -0.961 -4.152
H -3.841 -1.072 -2.601
H -2.795 -2.412 -3.134
H 0.044 0.599 -1.589
C 1.181 0.848 0.870
N 0.514 2.126 1.083
C 1.022 3.106 0.313
O 0.674 4.272 0.239
C 2.141 2.500 -0.458
C 2.247 1.186 -0.144
C 3.206 0.257 -0.750
O 3.936 0.600 -1.665
C 3.262 -1.116 -0.250
C 3.971 -2.167 -0.786
C 3.707 -3.282 0.028
C 2.861 -2.847 1.013
O 2.593 -1.541 0.852
C 2.231 -3.567 2.150
H 2.416 -3.039 3.084
H 2.636 -4.571 2.219
H 1.152 -3.625 2.003
H 4.090 -4.275 -0.092
H 4.592 -2.119 -1.657
O 2.839 3.263 -1.284
H 2.470 4.165 -1.234
C -0.654 2.282 1.915
C -1.913 1.791 1.244
C -2.736 0.839 1.835
N -3.830 0.361 1.270
C -4.166 0.818 0.076
C -3.436 1.782 -0.601
C -2.289 2.275 -0.004
H -1.689 3.028 -0.495
H -3.752 2.135 -1.570
H -5.066 0.392 -0.349
H -2.506 0.440 2.815
H -0.498 1.750 2.858
H -0.744 3.355 2.116
H 1.627 0.514 1.815
H 0.041 -1.185 2.293
H -1.810 -2.614 1.610
H -4.108 -2.396 1.038
H -4.756 -3.474 -0.229
*
```

* SMILES: COc1ccc([C@H]2C(C(=O)c3ccc(C)o3)=C(O)C(=O)N2Cc2cccnc2)cc1OC
* orbital gap: 0.294 hartree
* HOMO: -0.300 Eh

=====

Which one sits at the bottom of the stability order? Q does.

=====

P.
Molecular formula: C8H15N2O
Method: DFT, ωB97M-V/def2-TZVPD

Structure (ORCA input):
```
! wB97M-V def2-TZVPD RIJCOSX def2/J DEFGRID3
* xyz 1 1
C -2.496 0.556 0.712
C -1.326 0.306 0.465
C 1.079 0.322 1.436
C -0.013 -0.422 -2.331
C 0.497 2.022 -1.334
C -0.699 -2.264 1.364
C 0.655 0.472 -1.236
C 0.044 -0.061 0.340
N 0.759 1.472 2.008
N 0.196 -1.557 0.439
O 2.199 -0.187 1.410
H -3.501 0.936 0.781
H -1.024 -0.441 -2.434
H 0.394 -1.345 -2.223
H 0.419 -0.059 -3.289
H 0.573 2.588 -0.513
H -0.380 2.363 -1.930
H 1.331 2.327 -1.912
H -1.736 -2.374 1.114
H -0.345 -3.249 1.549
H -0.708 -1.766 2.350
H 1.670 0.234 -1.399
H -0.256 1.789 1.922
H 1.406 1.921 2.646
H 1.236 -1.641 0.566
H 0.029 -1.941 -0.502
*
```

* SMILES: C#C[C@]([NH2+]C)(C(N)=O)C(C)C
* orbital gap: 0.412 hartree
* HOMO: -0.516 Eh

=====

Q.
Molecular formula: C8H15N2O
Method: DFT, ωB97M-V/def2-TZVPD

Structure (ORCA input):
```
! wB97M-V def2-TZVPD RIJCOSX def2/J DEFGRID3
* xyz 1 1
C 1.389 -3.015 -0.669
C 0.953 -2.483 0.532
C -0.767 -2.128 -1.599
C 0.478 -2.983 -1.825
C -0.241 -1.641 0.600
C -2.225 2.827 0.089
C -1.200 1.785 -0.481
C -0.177 1.571 0.565
N -0.957 -1.446 -0.519
N -0.821 -1.429 1.789
O 0.666 0.413 0.328
H 2.237 -3.663 -0.618
H 1.632 -2.603 1.287
H -1.263 -1.830 -2.536
H 0.935 -2.869 -2.751
H 0.101 -4.042 -1.989
H -1.842 3.864 0.088
H -3.121 2.755 -0.569
H -2.478 2.592 1.120
H -0.856 2.185 -1.550
H -1.702 0.789 -0.646
H 0.524 2.395 0.695
H -0.553 1.481 1.610
H -0.356 -1.662 2.656
H -1.670 -0.904 1.896
H 1.020 0.580 -0.536
*
```

* orbital gap: 0.331 hartree
* HOMO: -0.504 Eh

=====

Which one sits at the bottom of the stability order? P does.

=====

P.
Molecular formula: C5H15N2S
Method: DFT, ωB97M-V/def2-TZVPD

Structure (ORCA input):
```
! wB97M-V def2-TZVPD RIJCOSX def2/J DEFGRID3
* xyz 1 1
N 0.267 0.529 1.225
C 0.754 -0.044 -0.077
C -0.438 -0.215 -1.000
C -0.941 1.020 -1.770
S -1.192 2.611 -0.889
C 1.463 -1.347 0.244
N 0.534 -2.366 0.681
C 0.688 -2.865 2.052
H -0.612 0.077 1.502
H 0.932 0.395 2.009
H 0.114 1.542 1.133
H 1.446 0.659 -0.538
H -1.237 -0.720 -0.475
H -0.175 -0.932 -1.795
H -0.268 1.261 -2.577
H -1.930 0.776 -2.182
H -0.072 3.193 -1.334
H 2.013 -1.623 -0.652
H 2.266 -1.206 0.976
H 0.434 -3.140 0.047
H 1.382 -3.707 2.108
H -0.287 -3.171 2.413
H 1.013 -2.061 2.703
*
```

* SMILES: CNC[C@H]([NH3+])CCS
* orbital gap: 0.360 hartree
* HOMO: -0.474 Eh

=====

Q.
Molecular formula: C5H15N2S
Method: DFT, ωB97M-V/def2-TZVPD

Structure (ORCA input):
```
! wB97M-V def2-TZVPD RIJCOSX def2/J DEFGRID3
* xyz 1 1
C -0.007 -1.318 -1.754
N -0.643 -0.273 -0.956
C 0.228 0.800 -0.472
C -0.476 1.448 0.728
S 0.489 1.279 2.264
C 0.626 1.837 -1.533
C -0.227 -2.672 -1.068
N -0.343 -2.484 0.402
H -0.532 -1.389 -2.696
H 1.048 -1.105 -1.902
H -1.495 0.051 -1.392
H 1.145 0.352 -0.118
H -0.890 2.434 0.590
H -1.418 0.950 0.966
H 0.253 2.452 2.860
H 0.250 2.845 -1.438
H 0.390 1.464 -2.535
H 1.709 1.937 -1.545
H 0.478 -3.454 -1.339
H -1.189 -3.045 -1.396
H -0.951 -3.212 0.795
H -0.955 -1.666 0.555
H 0.518 -2.475 0.946
*
```

* SMILES: C[C@@H](CS)NCC[NH3+]
* orbital gap: 0.320 hartree
* HOMO: -0.445 Eh

=====

Which one sits at the bottom of the stability order? Q does.

=====

P.
Molecular formula: C44H60N4O7P3Rb
Method: DFT, ωB97M-V/def2-TZVPD

Structure (ORCA input):
```
! wB97M-V def2-TZVPD RIJCOSX def2/J DEFGRID3
* xyz 0 1
Rb 0.008 -0.086 -0.064
N -1.361 1.022 -2.428
C -1.928 0.665 -3.676
C -2.807 1.573 -4.260
C -3.443 1.268 -5.449
C -3.188 0.050 -6.056
C -2.295 -0.833 -5.462
C -1.634 -0.582 -4.258
P -0.150 -1.750 -3.331
C -1.473 -2.827 -2.642
C -2.510 -2.230 -1.921
C -3.474 -2.995 -1.290
C -3.450 -4.381 -1.400
C -2.445 -4.987 -2.134
C -1.456 -4.214 -2.730
C 0.375 -2.418 -4.953
C 1.561 -1.948 -5.508
C 2.016 -2.408 -6.733
C 1.295 -3.366 -7.432
C 0.117 -3.854 -6.888
C -0.337 -3.382 -5.664
H -1.271 2.026 -2.333
H -0.435 0.619 -2.343
H -2.993 2.525 -3.774
H -4.126 1.979 -5.896
H -3.673 -0.213 -6.987
H -2.111 -1.764 -5.976
H -2.561 -1.149 -1.853
H -4.252 -2.508 -0.717
H -4.217 -4.980 -0.924
H -2.423 -6.065 -2.241
H -0.657 -4.700 -3.272
H 2.151 -1.212 -4.967
H 2.942 -2.022 -7.141
H 1.649 -3.729 -8.388
H -0.461 -4.601 -7.419
H -1.267 -3.762 -5.267
N 0.344 -4.728 -0.179
C 0.507 -3.374 -0.163
O -0.201 -2.670 0.545
C 1.632 -2.853 -1.027
C 1.384 -3.045 -2.529
H -0.565 -5.044 0.124
H 0.739 -5.222 -0.963
H 2.541 -3.364 -0.675
H 1.781 -1.796 -0.799
H 1.377 -4.116 -2.773
H 2.259 -2.636 -3.044
C 3.004 1.321 -4.555
C 4.082 1.980 -3.988
C 3.908 2.627 -2.776
C 2.652 2.584 -2.170
N 1.624 1.913 -2.693
C 1.798 1.308 -3.865
C 2.381 3.333 -0.906
C 3.141 4.462 -0.583
C 2.836 5.176 0.560
C 1.772 4.750 1.344
C 1.085 3.614 0.945
N 1.379 2.907 -0.134
H 3.082 0.817 -5.507
H 5.046 1.993 -4.479
H 4.736 3.137 -2.310
H 0.933 0.787 -4.269
H 3.936 4.797 -1.233
H 3.407 6.057 0.821
H 1.473 5.286 2.234
H 0.240 3.263 1.523
C 0.537 -2.787 5.191
C 0.585 -2.475 3.710
C 1.902 -2.830 3.057
O 0.245 -1.065 3.535
P 1.156 0.176 3.280
O 1.630 0.372 1.899
C 0.085 1.521 3.840
P -1.533 1.512 3.026
O -1.477 0.812 1.737
O -2.559 0.830 4.016
C -3.340 1.476 5.052
C -2.453 2.028 6.147
C -4.306 0.426 5.553
O -1.907 3.055 2.954
C -3.016 3.481 2.087
C -3.613 4.709 2.736
C -2.484 3.737 0.694
O 2.302 0.045 4.375
C 3.527 0.829 4.224
C 3.989 1.177 5.622
C 4.536 0.021 3.439
H 0.662 -3.859 5.346
H -0.424 -2.491 5.609
H 1.333 -2.266 5.722
H -0.227 -2.973 3.175
H 2.747 -2.394 3.589
H 1.914 -2.506 2.021
H 2.017 -3.915 3.072
H 0.586 2.467 3.631
H -0.048 1.417 4.917
H -3.893 2.292 4.575
H -1.868 1.228 6.604
H -3.072 2.475 6.926
H -1.780 2.801 5.778
H -3.768 -0.381 6.048
H -4.876 0.007 4.727
H -5.000 0.866 6.269
H -3.743 2.661 2.069
H -2.885 5.519 2.757
H -3.934 4.506 3.756
H -4.478 5.043 2.165
H -1.734 4.527 0.716
H -3.300 4.060 0.046
H -2.049 2.836 0.267
H 3.270 1.742 3.677
H 4.230 0.274 6.182
H 3.219 1.725 6.164
H 4.884 1.796 5.572
H 4.784 -0.892 3.981
H 5.455 0.595 3.309
H 4.145 -0.238 2.458
*
```

* orbital gap: 0.191 hartree
* HOMO: -0.190 Eh

=====

Q.
Molecular formula: C44H60N4O7P3Rb
Method: DFT, ωB97M-V/def2-TZVPD

Structure (ORCA input):
```
! wB97M-V def2-TZVPD RIJCOSX def2/J DEFGRID3
* xyz 0 1
Rb -0.252 0.769 0.247
N -0.757 -3.068 0.138
C 0.062 -3.949 0.860
C -0.396 -5.242 1.115
C 0.400 -6.162 1.777
C 1.669 -5.800 2.207
C 2.123 -4.510 1.961
C 1.350 -3.569 1.285
P 1.949 -1.860 0.940
C 3.182 -1.665 2.320
C 4.521 -1.403 2.054
C 5.420 -1.181 3.094
C 4.996 -1.224 4.415
C 3.660 -1.496 4.695
C 2.768 -1.708 3.654
C 2.931 -2.003 -0.532
C 3.675 -3.131 -0.873
C 4.777 -3.058 -1.719
C 5.307 -1.756 -1.982
C 4.603 -0.629 -1.707
C 3.130 -0.763 -1.394
H -0.669 -2.099 0.412
H -1.727 -3.341 0.106
H -1.391 -5.523 0.786
H 0.024 -7.160 1.965
H 2.300 -6.510 2.726
H 3.114 -4.227 2.299
H 4.855 -1.368 1.019
H 6.461 -0.982 2.867
H 5.699 -1.061 5.223
H 3.320 -1.549 5.723
H 1.734 -1.949 3.882
H 3.435 -4.085 -0.408
H 5.344 -3.945 -1.969
H 6.331 -1.672 -2.338
H 5.048 0.359 -1.810
H 2.782 0.125 -0.851
N 0.120 -0.933 -4.701
C -0.142 -0.612 -3.413
O -1.123 0.071 -3.112
C 0.833 -1.124 -2.393
C 2.302 -0.819 -2.702
H -0.519 -0.640 -5.419
H 0.927 -1.478 -4.946
H 0.682 -2.195 -2.250
H 0.581 -0.651 -1.455
H 2.392 0.148 -3.216
H 2.741 -1.582 -3.352
C -5.014 -0.593 -1.267
C -5.813 -0.636 -0.141
C -5.217 -0.606 1.111
C -3.835 -0.534 1.200
N -3.066 -0.486 0.114
C -3.639 -0.514 -1.089
C -3.118 -0.552 2.525
C -3.797 -0.546 3.737
C -3.077 -0.633 4.918
C -1.698 -0.708 4.862
C -1.102 -0.681 3.611
N -1.789 -0.609 2.474
H -5.436 -0.618 -2.262
H -6.890 -0.698 -0.229
H -5.833 -0.652 1.998
H -2.964 -0.458 -1.939
H -4.875 -0.483 3.770
H -3.592 -0.643 5.871
H -1.097 -0.791 5.758
H -0.023 -0.727 3.507
C 5.736 3.562 -0.465
C 4.612 2.905 0.297
C 5.013 2.396 1.662
O 3.554 3.916 0.472
P 2.044 3.492 0.297
O 1.867 2.032 0.395
C 1.145 4.486 1.509
P -0.502 3.759 1.699
O -0.958 3.161 0.433
O -1.438 4.903 2.265
C -2.291 5.661 1.344
C -2.371 7.066 1.893
C -3.633 4.970 1.249
O -0.413 2.681 2.841
C -0.507 2.835 4.291
C 0.362 3.963 4.808
C -1.962 2.959 4.692
O 1.527 4.155 -1.037
C 1.769 3.493 -2.321
C 0.433 3.061 -2.888
C 2.505 4.477 -3.199
H 6.537 2.840 -0.627
H 6.133 4.410 0.099
H 5.394 3.920 -1.437
H 4.201 2.075 -0.279
H 5.349 3.225 2.291
H 5.825 1.675 1.562
H 4.175 1.890 2.145
H 1.046 5.495 1.108
H 1.693 4.512 2.448
H -1.816 5.665 0.361
H -2.814 7.056 2.891
H -2.992 7.682 1.242
H -1.380 7.518 1.958
H -4.111 4.939 2.231
H -3.511 3.952 0.877
H -4.282 5.515 0.562
H -0.114 1.886 4.651
H 0.045 4.926 4.400
H 1.415 3.795 4.574
H 0.265 4.010 5.893
H -2.369 3.922 4.381
H -2.044 2.875 5.778
H -2.549 2.160 4.238
H 2.393 2.611 -2.148
H -0.211 3.932 -3.030
H -0.079 2.356 -2.234
H 0.584 2.570 -3.851
H 1.885 5.361 -3.370
H 2.730 4.017 -4.163
H 3.439 4.794 -2.735
*
```

* orbital gap: 0.167 hartree
* HOMO: -0.169 Eh

=====

Which one sits at the bottom of the stability order? P does.

=====

P.
Molecular formula: C2H3Cl2N
Method: DFT, ωB97M-V/def2-TZVPD

Structure (ORCA input):
```
! wB97M-V def2-TZVPD RIJCOSX def2/J DEFGRID3
* xyz 0 1
C 1.049 0.647 -0.380
C -0.947 -0.620 0.537
N 0.273 -0.031 0.547
Cl 2.586 1.176 0.097
Cl -1.552 -1.116 2.106
H 0.884 0.890 -1.375
H -1.537 -0.745 -0.307
H 0.527 -0.177 1.567
*
```

* orbital gap (alpha / beta): 0.293 / 0.290 hartree
* HOMO (alpha / beta): -0.261 / -0.259 Eh

=====

Q.
Molecular formula: C2H3Cl2N
Method: DFT, ωB97M-V/def2-TZVPD

Structure (ORCA input):
```
! wB97M-V def2-TZVPD RIJCOSX def2/J DEFGRID3
* xyz 0 1
C -0.832 1.271 -0.024
C 0.531 -1.059 -0.109
N 1.026 -1.882 0.672
Cl 0.464 2.234 -0.625
Cl 0.157 -1.394 -1.747
H -1.001 1.500 1.002
H -1.688 1.116 -0.715
H 1.343 -1.786 1.546
*
```

* orbital gap (alpha / beta): 0.294 / 0.308 hartree
* HOMO (alpha / beta): -0.318 / -0.315 Eh

=====

R.
Molecular formula: C2H3Cl2N
Method: DFT, ωB97M-V/def2-TZVPD

Structure (ORCA input):
```
! wB97M-V def2-TZVPD RIJCOSX def2/J DEFGRID3
* xyz 0 1
C 0.502 -0.269 -0.297
C -0.648 0.155 0.685
N 1.212 0.639 -0.740
Cl 0.532 -1.950 -0.499
Cl -2.085 0.368 -0.394
H -0.411 1.084 1.212
H -0.976 -0.471 1.429
H 1.875 0.444 -1.395
*
```

* SMILES: [H]/N=C(\Cl)CCl
* orbital gap: 0.423 hartree
* HOMO: -0.393 Eh

=====

Which one sits at the bottom of the stability order? Q does.